No. 1
DFT (ωB97M-V/def2-TZVPD) results for a structure of composition C25H44O3PPbS2Si4Te.

Properties
Energy relative to the best compared isomer or geometry (same formula, charge and spin) ... 0.0 kcal/mol
Charge ... -1
2S+1 ... 1
LUMO energy ... 2.423 eV
Gap between HOMO and LUMO ... 0.262 Ha

The geometry in XYZ format:
```
81
C25H44O3PPbS2Si4Te, DFT ωB97M-V/def2-TZVPD
Pb -2.092 1.975 0.019
Te -1.122 0.161 2.050
S -3.683 0.801 -2.695
S -0.352 1.269 -2.031
P -1.820 0.812 -3.356
Si 0.888 -1.312 1.885
Si 0.071 -3.498 1.928
Si 1.902 -0.819 3.939
Si 2.446 -1.031 0.164
O -1.032 4.001 0.443
O -2.867 3.409 2.358
O -0.685 6.016 1.330
C -0.961 -2.429 -5.761
C -1.646 3.714 -6.929
C -1.150 4.882 1.366
C -1.252 -3.200 -3.505
C -2.589 2.692 -6.890
C 2.988 0.756 0.063
C -1.161 -1.119 -5.339
C 0.637 -0.883 5.321
C -0.728 -3.914 0.280
C 1.385 -4.807 2.253
C -0.752 2.962 -4.824
C -1.237 -3.676 3.257
C -1.415 -0.845 -4.000
C -1.446 -1.897 -3.083
C 3.289 -1.994 4.438
C -1.907 4.449 2.651
C -1.686 1.935 -4.784
C -0.886 3.840 3.600
C -2.616 1.815 -5.819
C 3.940 -2.084 0.623
C -0.735 3.850 -5.895
C -2.614 5.628 3.299
C 2.628 0.911 3.913
C -1.015 -3.470 -4.849
C 1.892 -1.598 -1.525
H 3.671 -3.138 0.726
H -2.895 5.384 4.326
H 4.391 -1.766 1.564
H -1.384 3.459 4.494
H 1.370 -2.555 -1.487
H 3.675 -1.699 5.419
H 2.853 1.237 4.932
H -0.164 4.607 3.883
H -0.046 3.067 -4.011
H -1.956 6.493 3.288
H -1.100 -0.312 -6.057
H -0.231 -0.265 5.084
H 2.768 -1.715 -2.170
H -1.277 -4.857 0.349
H -0.009 4.654 -5.912
H 3.762 0.877 -0.700
H 0.281 -1.900 5.499
H -3.519 5.893 2.744
H 2.943 -3.027 4.510
H 1.218 -0.872 -1.983
H -1.634 4.409 -7.759
H 2.149 -4.821 1.473
H 1.089 -0.510 6.245
H 3.384 1.111 1.016
H -1.981 -2.880 3.174
H 1.890 -4.647 3.208
H -3.377 1.046 -5.765
H 4.699 -2.005 -0.161
H 1.928 1.626 3.473
H -0.760 -2.632 -6.806
H 4.120 -1.974 3.731
H -1.285 -4.007 -2.784
H -1.430 -3.131 -0.020
H 3.553 0.948 3.333
H -0.358 3.016 3.123
H 0.912 -5.793 2.281
H -1.745 -4.640 3.154
H 0.023 -4.011 -0.508
H -3.672 3.839 2.048
H -3.312 2.589 -7.690
H -0.805 -3.621 4.259
H 2.145 1.399 -0.205
H -1.626 -1.684 -2.035
H -0.874 -4.491 -5.182
```

***

No. 2
DFT (ωB97M-V/def2-TZVPD) results for a cluster of 2 separate species, Br2H2O2Si in total in a non-equilibrium geometry.

Properties
Energy relative to the best compared isomer or geometry (same formula, charge and spin) ... 66.9 kcal/mol
2S+1 ... 1
SMILES ... O=[Si](O)Br.Br
LUMO energy ... -0.854 eV
Gap between HOMO and LUMO ... 0.348 Ha

The geometry in XYZ format:
```
7
Br2H2O2Si, DFT ωB97M-V/def2-TZVPD
Br -0.230 -1.975 -2.280
Br -0.363 0.201 4.310
Si 0.212 -0.255 -0.946
O 0.199 -0.183 0.582
O 0.233 1.076 -1.819
H -0.035 0.872 -2.788
H -0.017 0.265 2.940
```

***

No. 3
DFT (ωB97M-V/def2-TZVPD) results for a structure of composition C38H37BrF5MoN7O7S5Te in a non-equilibrium geometry.

Properties
Energy relative to the best compared isomer or geometry (same formula, charge and spin) ... 23.9 kcal/mol
2S+1 ... 1
LUMO energy ... -2.339 eV
Gap between HOMO and LUMO ... 0.207 Ha

The geometry in XYZ format:
```
102
C38H37BrF5MoN7O7S5Te, DFT ωB97M-V/def2-TZVPD
Te 1.337 -0.298 -3.291
Mo 1.149 -0.049 0.001
Br -2.167 -2.514 -5.984
S 3.014 -0.137 3.042
S -3.324 0.561 -3.121
S -4.797 3.079 -1.241
S -1.321 3.026 -2.101
S -0.845 2.331 1.470
F -0.475 -0.884 -3.554
F 2.811 -0.376 -0.835
F 2.534 1.224 -2.988
F 0.689 0.946 -4.599
F 1.115 -1.853 -1.836
O 0.539 0.504 -1.632
O 1.516 -1.754 0.775
O -0.057 3.473 1.120
O -0.118 1.049 0.934
O -2.206 2.239 1.045
O 3.111 0.902 4.024
O 2.240 -1.305 3.321
N 3.709 2.565 1.638
N 2.191 1.860 -0.027
N 2.383 0.529 1.651
N 8.468 -1.579 1.278
N -2.101 -5.892 0.028
N -2.709 -6.013 -1.043
N -0.751 -1.177 -0.035
C -2.739 1.778 -4.328
C -1.713 2.850 -3.860
C 0.400 2.336 3.881
C -5.547 2.322 -2.707
C -0.600 1.466 5.901
C 6.076 -1.864 1.128
C 5.731 0.069 3.094
C -5.095 0.902 -3.034
C -2.295 -3.626 -4.462
C 3.892 3.656 0.887
C -1.229 -4.787 0.285
C -1.147 -3.928 -3.746
C -3.528 -4.135 -4.085
C -1.605 -3.431 0.065
C -1.858 1.468 3.836
C -1.233 -4.710 -2.607
C -3.804 4.406 -1.988
C 2.359 2.939 -0.770
C 4.807 -1.545 1.557
C -0.594 -2.490 0.234
C 7.195 -1.227 1.680
C -3.018 -1.577 -0.532
C -2.871 -2.917 -0.295
C -3.606 -4.938 -2.959
C 0.996 -4.096 1.022
C -2.330 4.436 -1.608
C -1.916 -0.712 -0.425
C 0.689 -2.808 0.695
C -2.474 -5.187 -2.190
C 4.636 -0.584 2.548
C 7.004 -0.259 2.671
C -1.768 1.191 5.187
C -0.766 2.041 3.195
C 2.832 1.714 1.146
C 3.240 3.904 -0.310
C 0.002 -5.079 0.815
C 0.476 2.040 5.233
C -0.513 1.136 7.364
H -3.624 2.260 -4.744
H 1.397 2.242 5.764
H -1.276 1.672 7.932
H -1.999 0.343 -0.658
H -0.327 -4.922 -2.057
H -5.442 0.223 -2.251
H -2.614 0.748 5.698
H 0.225 -6.115 1.034
H -5.385 2.988 -3.554
H -4.410 -3.916 -4.670
H 3.944 -2.030 1.118
H -0.194 -3.523 -4.055
H -2.278 1.211 -5.136
H -6.628 2.297 -2.551
H -3.971 -1.161 -0.826
H 0.462 1.399 7.771
H 4.606 4.375 1.274
H -2.760 1.255 3.277
H -3.915 4.337 -3.071
H 7.862 0.241 3.104
H 6.214 -2.611 0.355
H 1.965 -4.358 1.423
H -1.903 5.352 -2.026
H -4.244 5.361 -1.697
H -0.672 0.069 7.531
H 1.797 3.006 -1.689
H -4.550 -5.365 -2.646
H -2.207 4.489 -0.526
H 1.247 2.778 3.373
H -3.719 -3.581 -0.388
H 8.556 -2.046 0.392
H 3.410 4.812 -0.867
H 5.574 0.834 3.842
H -2.023 3.834 -4.218
H -5.584 0.588 -3.960
H -0.762 2.634 -4.339
H 9.209 -0.930 1.479
```

***

No. 4
DFT (ωB97M-V/def2-TZVPD) results for a structure of composition C4H13N2O2 in a non-equilibrium geometry.

Properties
Energy relative to the best compared isomer or geometry (same formula, charge and spin) ... 31.6 kcal/mol
Charge ... +1
2S+1 ... 1
LUMO energy ... -2.598 eV
Gap between HOMO and LUMO ... 0.443 Ha

The geometry in XYZ format:
```
21
C4H13N2O2, DFT ωB97M-V/def2-TZVPD
O -3.563 -1.421 -2.313
O -0.210 -0.323 1.647
N 1.698 -0.153 2.762
N -1.098 0.102 -0.335
C 1.196 0.725 -0.768
C -0.177 1.232 -0.462
C 1.808 -0.129 0.344
C 1.040 -0.239 1.604
H -0.822 -0.297 0.660
H 1.170 -0.275 3.614
H 1.166 0.110 -1.665
H 2.687 0.028 2.834
H -2.088 0.311 -0.315
H -1.040 -0.648 -1.023
H -3.780 -2.343 -2.397
H 2.831 0.173 0.545
H -0.522 2.042 -1.120
H 1.994 -1.171 0.028
H -3.834 -1.136 -3.185
H -0.313 1.830 0.446
H 1.857 1.583 -0.901
```